A structure of composition C20H26IN2O4Pt, computed with wB97M-V/def2-TZVPD.

Summary:
- Charge: -1
- E_LUMO (spin up / spin down): 2.0 / 1.8 eV
- Kohn-Sham gap (spin up / spin down): 6.08 / 7.03 eV
- Spin multiplicity: 3
- DFT total energy: -43680.3256 eV
- ⟨S²⟩: 2.014
- ΔE to the lowest compared entry with this formula, charge and spin: 124.41 kJ/mol

Geometry as XYZ:
```
54
Properties=species:S:1:pos:R:3:mulliken_charge:R:1
Pt -0.53 0.09 -0.34 1.38
C -3.42 1.13 0.68 -1.48
C -3.37 -0.38 0.39 2.35
C -4.38 -1.12 1.27 -2.02
C -3.75 -0.63 -1.09 -1.59
C -1.96 -0.84 0.56 -1.12
H -4.40 1.55 0.44 0.40
H -2.66 1.65 0.09 0.22
H -3.22 1.31 1.74 0.39
H -5.39 -0.76 1.06 0.42
H -4.18 -0.95 2.33 0.43
H -4.35 -2.19 1.08 0.45
H -4.77 -0.30 -1.29 0.47
H -3.67 -1.69 -1.31 0.39
H -3.06 -0.09 -1.73 0.29
H -1.81 -1.66 1.27 0.36
N 2.14 -0.57 1.20 -0.35
C 3.24 -0.52 0.39 0.41
C 3.20 0.16 -0.82 -0.15
C 4.27 0.15 -1.69 -0.68
C 5.43 -0.55 -1.36 -0.51
C 5.48 -1.23 -0.16 -0.48
C 4.41 -1.22 0.72 -0.53
H 2.25 -0.86 2.16 0.20
H 1.38 0.08 1.00 0.15
H 2.29 0.70 -1.09 0.56
H 4.21 0.69 -2.62 0.39
H 6.26 -0.56 -2.04 0.36
H 6.37 -1.80 0.10 0.35
H 4.46 -1.76 1.65 0.30
N 0.40 3.16 -0.93 -0.23
C 0.24 2.99 0.42 1.19
O 0.18 1.80 0.88 -0.91
C 0.23 4.10 1.25 -1.72
I -2.42 5.01 1.09 -0.50
H 0.23 2.34 -1.51 0.03
H 0.16 4.05 -1.34 0.25
H 0.58 5.05 0.89 0.41
H 0.20 3.94 2.31 0.40
O -0.48 -3.26 -4.17 -0.70
C -0.10 -2.25 -4.96 0.33
C 0.00 -2.46 -6.34 -0.65
C 0.39 -1.45 -7.19 -0.36
C 0.67 -0.19 -6.68 -0.67
C 0.57 0.04 -5.32 -0.36
C 0.19 -0.97 -4.45 -0.06
C 0.06 -0.69 -2.98 1.21
O -0.31 -1.62 -2.21 -1.05
O 0.29 0.47 -2.57 -0.94
H -0.50 -2.89 -3.24 0.37
H -0.24 -3.44 -6.73 0.42
H 0.46 -1.64 -8.25 0.36
H 0.97 0.60 -7.35 0.40
H 0.77 1.02 -4.91 0.42
```

A structure of composition C10H9N2, computed with wB97M-V/def2-TZVPD.

Summary:
- Charge: +1
- E_LUMO: -5.3 eV
- Kohn-Sham gap: 8.26 eV
- DFT total energy: -13484.6798 eV
- ΔE to the lowest compared entry with this formula, charge and spin: 524.12 kJ/mol

Geometry as XYZ:
```
21
Properties=species:S:1:pos:R:3:mulliken_charge:R:1
C -0.69 2.01 -0.36 -0.55
C -1.20 1.45 0.74 -0.81
C 0.18 1.19 -1.21 -0.21
C -0.58 0.04 0.94 0.19
C 0.01 -0.33 -1.36 -0.48
C -0.88 -0.86 -0.31 0.36
C 2.01 -0.07 1.42 -0.07
C 2.97 -0.12 0.25 -0.45
C 1.09 0.02 -0.48 0.48
C -1.75 -1.86 -0.27 -1.04
N 0.84 0.03 0.90 0.24
N 2.50 0.01 -0.88 -0.47
H -1.18 2.85 -0.66 0.48
H -2.05 1.90 1.34 0.36
H 0.59 1.73 -2.17 0.45
H -1.02 -0.50 1.79 0.63
H 0.18 -0.95 -2.29 0.49
H 2.36 -0.21 2.40 0.44
H 4.07 0.12 0.38 0.38
H -2.29 -2.12 0.63 0.28
H -1.81 -2.54 -1.09 0.30
```

A structure of composition C3H6O2S, computed with wB97M-V/def2-TZVPD.

Summary:
- E_LUMO (spin up / spin down): -0.7 / -0.7 eV
- Kohn-Sham gap (spin up / spin down): 8.27 / 8.28 eV
- DFT total energy: -18133.2738 eV
- ΔE to the lowest compared entry with this formula, charge and spin: 547.43 kJ/mol

Geometry as XYZ:
```
12
Properties=species:S:1:pos:R:3:mulliken_charge:R:1
C 1.50 1.37 0.01 0.13
C 0.56 2.30 0.09 -0.27
C -1.58 -1.57 -0.05 -0.56
O 1.94 -0.94 0.43 -0.61
O -0.61 -0.64 -0.69 -0.59
S 2.68 0.28 -0.15 0.21
H 0.51 -0.95 -0.23 0.44
H 0.45 2.90 1.00 0.25
H -0.18 2.28 -0.60 0.31
H -1.49 -1.55 1.06 0.20
H -1.23 -2.40 -0.71 0.30
H -2.54 -1.08 -0.15 0.19
```

A structure of composition C6H13N4, computed with wB97M-V/def2-TZVPD.

Summary:
- Charge: +1
- E_LUMO: -4.0 eV
- Kohn-Sham gap: 10.31 eV
- DFT total energy: -12383.8836 eV
- ΔE to the lowest compared entry with this formula, charge and spin: 291.83 kJ/mol

Geometry as XYZ:
```
23
Properties=species:S:1:pos:R:3:mulliken_charge:R:1
C 3.20 -0.67 0.33 -0.09
C 2.27 1.21 0.01 0.00
C -0.70 0.59 1.29 -0.90
C -2.21 0.63 -0.56 -0.91
C -1.30 -1.58 0.09 -0.99
C 0.32 0.17 -1.25 -0.51
N 3.30 0.69 0.59 -0.51
N 2.09 -0.94 -0.28 -0.77
N 1.49 0.23 -0.55 0.61
N -1.07 -0.08 0.07 0.02
H 3.71 -1.50 0.74 0.39
H 1.87 2.16 0.02 0.49
H 0.15 0.20 2.01 0.27
H -0.30 1.59 0.97 0.37
H -1.54 0.52 1.97 0.40
H -2.02 1.65 -0.94 0.33
H -2.30 -0.02 -1.49 0.41
H -3.08 0.57 -0.01 0.39
H -1.58 -1.98 -0.91 0.39
H -0.50 -2.08 0.55 0.37
H -2.11 -1.82 0.73 0.43
H 0.33 -0.71 -1.88 0.39
H -0.02 1.19 -1.48 0.43
```

An isolated molecule of C5H8N2, computed with wB97M-V/def2-TZVPD.

Summary:
- E_LUMO: 0.5 eV
- SMILES string: C/C=C(\N)C=C=N
- Kohn-Sham gap: 8.13 eV
- DFT total energy: -8291.2991 eV
- ΔE to the lowest compared entry with this formula, charge and spin: 356.73 kJ/mol

Geometry as XYZ:
```
15
Properties=species:S:1:pos:R:3:mulliken_charge:R:1
C 2.27 0.25 0.33 -1.28
C -0.20 -0.15 -0.07 0.16
N -0.11 -1.51 -0.26 -0.47
C -1.25 0.65 -0.74 -0.96
C 0.83 0.64 0.32 -0.13
N -3.43 0.20 0.35 -0.51
C -2.31 0.38 -0.02 0.69
H -0.73 -1.87 -0.98 0.26
H 0.84 -1.86 -0.37 0.23
H -3.46 -0.51 1.09 0.30
H -1.06 1.61 -1.21 0.35
H 0.64 1.68 0.58 0.40
H 2.90 1.15 0.33 0.33
H 2.53 -0.35 1.21 0.28
H 2.54 -0.31 -0.57 0.35
```

A cluster of 2 separate species, C3H2ClN in total, computed with wB97M-V/def2-TZVPD.

Summary:
- E_LUMO: 0.5 eV
- SMILES string: N#CCl.C#C
- Kohn-Sham gap: 11.21 eV
- DFT total energy: -17152.1289 eV
- ΔE to the lowest compared entry with this formula, charge and spin: 261.88 kJ/mol

Geometry as XYZ:
```
7
Properties=species:S:1:pos:R:3:mulliken_charge:R:1
C -0.81 0.12 0.89 -0.29
C 0.03 -0.46 0.28 -0.64
C 0.85 -2.76 1.37 0.47
N 1.76 -2.67 0.69 -0.39
Cl -0.47 -2.65 2.24 -0.06
H -1.34 0.62 1.69 0.37
H 0.50 -1.08 -0.39 0.53
```

An isolated molecule of C5H5NO2, computed with wB97M-V/def2-TZVPD.

Summary:
- E_LUMO: -0.4 eV
- SMILES string: C#CNC(=O)OC=C
- Kohn-Sham gap: 9.09 eV
- DFT total energy: -10841.9688 eV
- ΔE to the lowest compared entry with this formula, charge and spin: 901.77 kJ/mol

Geometry as XYZ:
```
13
Properties=species:S:1:pos:R:3:mulliken_charge:R:1
C 1.07 -2.16 -0.38 -0.29
C 1.77 -0.93 -0.17 -0.08
N 2.02 0.43 0.51 -0.26
C 0.88 1.39 0.26 0.49
O 1.09 2.31 -0.72 -0.50
O -0.39 1.46 1.00 -0.25
C -1.26 0.31 0.74 -0.12
C -2.24 0.16 -0.37 -0.46
H 0.65 -3.23 -0.71 0.32
H 2.86 0.81 -0.02 0.36
H -1.13 -0.62 1.48 0.32
H -2.30 0.82 -1.34 0.26
H -3.02 -0.74 -0.29 0.21
```

A structure of composition C5H7EuO3, computed with wB97M-V/def2-TZVPD.

Summary:
- Charge: +1
- E_LUMO (spin up / spin down): -5.7 / -5.5 eV
- Kohn-Sham gap (spin up / spin down): 5.90 / 6.07 eV
- Spin multiplicity: 8
- DFT total energy: -30762.2789 eV
- ⟨S²⟩: 15.760
- ΔE to the lowest compared entry with this formula, charge and spin: 0.00 kJ/mol

Geometry as XYZ:
```
16
Properties=species:S:1:pos:R:3:mulliken_charge:R:1
O -1.38 0.21 -1.20 -0.27
C -1.30 1.42 -1.73 1.00
O -1.15 2.46 -1.04 -0.79
Eu -1.19 3.96 -3.12 1.65
O -1.38 1.50 -2.99 -0.79
C -1.27 0.05 0.17 0.12
H -1.24 0.97 0.74 0.31
H -1.51 -1.26 1.78 0.27
C -1.43 -1.17 0.69 -0.76
H -1.56 -2.05 0.07 0.27
C 2.31 -0.36 0.98 -0.46
C 2.12 -1.67 1.22 -0.47
H 2.53 0.01 -0.02 0.23
H 2.19 -2.41 0.42 0.23
H 2.28 0.37 1.79 0.23
H 1.97 -2.04 2.24 0.24
```